1.
{
  "formula": "C15H14BrN4O3Sm",
  "method": "wB97M-V/def2-TZVPD",
  "fmax_ha_per_bohr": 0.0769,
  "multiplicity": 6,
  "e_homo_ev": [-15.463, -15.463],
  "homo_lumo_gap_ev": [8.09, 9.09],
  "lumo_energy_ev": [-7.37, -6.38],
  "e_above_lowest_kj_mol": 74.8,
  "e_tot_ev": -115819.3937,
  "total_charge": 2,
  "s_squared": 8.76,
  "species": ["Sm", "O", "C", "O", "C", "C", "C", "C", "C", "N", "H", "H", "H", "H", "O", "C", "C", "C", "N", "C", "Br", "C", "H", "H", "H", "H", "C", "N", "C", "C", "N", "C", "H", "H", "H", "H", "H", "H"],
  "positions_angstrom": [[0.4542, -0.7284, 0.2044], [2.6054, -1.1052, 0.3456], [2.2840, -1.8125, -0.6524], [1.5912, -1.2736, -1.5689], [2.0858, -3.2797, -0.4018], [2.9097, -4.3492, -0.6016], [2.4300, -5.5862, -0.1778], [1.1903, -5.6669, 0.4307], [0.4428, -4.5146, 0.5939], [0.8733, -3.3268, 0.1698], [3.8769, -4.2362, -1.0731], [3.0287, -6.4764, -0.3186], [0.7958, -6.6113, 0.7787], [-0.5327, -4.5475, 1.0605], [-5.6652, 1.5414, -0.3813], [-4.3897, 1.1804, -0.4373], [-3.4216, 1.8274, -1.2090], [-2.1334, 1.3626, -1.1723], [-1.7591, 0.3043, -0.4302], [-2.7150, -0.2744, 0.2802], [-2.1081, -1.7673, 1.3136], [-4.0241, 0.0848, 0.3495], [-5.8555, 2.2984, -0.9550], [-3.6720, 2.6780, -1.8290], [-1.3571, 1.8429, -1.7526], [-4.7500, -0.4331, 0.9596], [1.3650, 5.1458, 1.1476], [1.4020, 3.7501, 0.6727], [2.1827, 3.2717, -0.3606], [1.9095, 1.9519, -0.4491], [0.9663, 1.6089, 0.5169], [0.7018, 2.7277, 1.1708], [2.3659, 5.4523, 1.4349], [0.7106, 5.2053, 2.0116], [0.9903, 5.7920, 0.3611], [2.8592, 3.9013, -0.9152], [2.3414, 1.2319, -1.1183], [0.0207, 2.8301, 2.0020]]
}

2.
{
  "formula": "C4H23NO8S2",
  "method": "wB97M-V/def2-TZVPD",
  "fmax_ha_per_bohr": 0.0644,
  "multiplicity": 2,
  "e_homo_ev": [-12.638, -12.517],
  "homo_lumo_gap_ev": [8.90, 4.45],
  "lumo_energy_ev": [-3.74, -8.07],
  "e_tot_ev": -44051.2976,
  "total_charge": 1,
  "s_squared": 0.76,
  "species": ["N", "C", "C", "O", "C", "S", "S", "C", "H", "H", "H", "H", "H", "H", "H", "H", "H", "H", "H", "O", "H", "H", "O", "H", "H", "O", "H", "H", "O", "H", "H", "O", "H", "H", "O", "H", "H", "O"],
  "positions_angstrom": [[-1.3409, 1.4841, 0.5318], [-0.5286, 2.6177, 0.2752], [0.4518, 3.0359, 1.3791], [1.1450, 4.0076, 1.3387], [0.2716, 2.2955, -1.0036], [-0.9131, 2.2721, -2.3704], [-0.5075, 0.7744, -3.4894], [-0.8783, -0.8957, -3.0574], [-0.8550, 0.5906, 0.5651], [-1.9887, 1.3425, 1.2929], [-1.0758, 3.5412, 0.1260], [0.3114, 2.4648, 2.3105], [1.0791, 2.9618, -1.3014], [0.6437, 1.2997, -0.7806], [-0.5639, -1.5406, -3.8854], [-0.2838, -1.1282, -2.1700], [-1.8999, -1.2815, -3.0125], [-1.6094, -1.5273, 3.3357], [-0.6352, -1.0479, 4.5603], [-1.3701, -1.5772, 4.2567], [-0.8065, -2.3717, -0.4827], [0.3283, -2.4336, 0.3894], [-0.1241, -1.7650, -0.1558], [2.9653, 0.7538, 2.0183], [2.3557, 1.2554, 3.2563], [2.3606, 1.4477, 2.3083], [2.1383, -2.8789, -1.4833], [1.1598, -4.1409, -1.4166], [1.9264, -3.7039, -1.0436], [1.2689, -2.4329, 3.5525], [0.4953, -1.6527, 2.5055], [1.0889, -1.5365, 3.2488], [-3.6201, 1.9985, -0.4117], [-4.2909, 0.6963, -1.1370], [-4.1205, 1.1876, -0.3339], [1.8068, -1.4151, -2.7819], [3.1359, -1.0032, -3.5304], [2.4796, -1.6945, -3.4036]]
}